# 1
Density functional theory data (wB97M-V/def2-TZVPD) for a 2-piece molecular cluster, C2H3FO overall at a distorted geometry.

Geometry (Å):
C (-1.469, -0.739, -0.142)
C (0.849, 0.352, -0.528)
O (-2.444, -0.048, -0.058)
F (1.422, -0.822, 0.012)
H (-1.307, -1.822, -0.233)
H (1.070, 0.533, -1.526)
H (0.773, 1.107, 0.199)

Values from the calculation:
energy: -6882.3821 eV
LUMO (alpha / beta): 0.80 / -0.78 eV
spin multiplicity: 3
energy above the lowest of the compared OMol25 structures with the same formula, charge and spin: 0.522 eV
orbital gap (alpha / beta): 7.99 / 12.40 eV
⟨S²⟩: 2.0057
HOMO energy (alpha / beta): -0.2642 / -0.4843 Eh

=====

# 2
Density functional theory data (wB97M-V/def2-TZVPD) for a 2-piece molecular cluster, C2H3FO2 overall at a distorted geometry.

Geometry (Å):
C (-0.527, 0.160, -0.045)
C (0.936, 0.044, 0.037)
O (-1.364, 0.760, -0.771)
O (-1.384, 0.875, 0.649)
F (-1.162, -1.936, -0.109)
H (1.128, 1.083, 0.291)
H (1.061, -0.520, -0.956)
H (1.311, -0.468, 0.903)

Values from the calculation:
energy: -8928.2643 eV
LUMO: -0.48 eV
energy above the lowest of the compared OMol25 structures with the same formula, charge and spin: 6.731 eV
orbital gap: 10.25 eV
HOMO energy: -0.3941 Eh

=====

# 3
Density functional theory data (wB97M-V/def2-TZVPD) for a 2-piece molecular cluster, C2H3FO2 overall at a distorted geometry.

Geometry (Å):
C (-1.691, -0.046, -0.314)
C (0.718, -0.463, 0.023)
O (-2.710, 0.137, 0.163)
O (-0.602, -0.417, -0.635)
F (1.029, 2.501, -0.113)
H (0.714, -1.062, 1.057)
H (1.188, 0.525, 0.298)
H (1.354, -1.174, -0.479)

Values from the calculation:
energy: -8929.7973 eV
LUMO: -1.92 eV
energy above the lowest of the compared OMol25 structures with the same formula, charge and spin: 5.198 eV
orbital gap: 5.87 eV
HOMO energy: -0.2862 Eh

=====

# 4
Density functional theory data (wB97M-V/def2-TZVPD) for one molecule with the formula C2H3FO2 at a distorted geometry.

Geometry (Å):
C (-0.169, 0.841, 0.665)
C (0.546, -0.381, 0.222)
O (0.330, 1.654, 1.406)
O (1.970, -0.245, 0.535)
F (2.363, 0.977, -0.036)
H (-1.258, 0.749, 0.341)
H (0.037, -0.815, -0.675)
H (0.390, -1.113, 1.073)

Values from the calculation:
energy: -8926.5259 eV
LUMO (alpha / beta): 0.90 / -2.87 eV
spin multiplicity: 3
energy above the lowest of the compared OMol25 structures with the same formula, charge and spin: 2.857 eV
orbital gap (alpha / beta): 7.66 / 8.44 eV
⟨S²⟩: 2.0063
HOMO energy (alpha / beta): -0.2483 / -0.4154 Eh

=====

# 5
Density functional theory data (wB97M-V/def2-TZVPD) for one molecule with the formula C2H3FS2 at a distorted geometry.

Geometry (Å):
C (-0.481, 0.345, -0.115)
C (0.859, -0.284, -0.624)
H (-2.013, 0.087, 1.829)
H (0.922, -0.573, -1.637)
H (1.577, 0.546, -0.502)
F (1.111, -1.310, 0.315)
S (-0.675, -0.332, 1.515)
S (-1.302, 1.520, -0.781)

Values from the calculation:
energy: -26509.2436 eV
LUMO: -0.34 eV
energy above the lowest of the compared OMol25 structures with the same formula, charge and spin: 0.612 eV
SMILES: FCC(=S)S
orbital gap: 8.62 eV
HOMO energy: -0.3293 Eh

=====

# 6
Density functional theory data (wB97M-V/def2-TZVPD) for a 2-piece molecular cluster, C2H3FS2 overall at a distorted geometry.

Geometry (Å):
C (1.618, 0.553, 0.019)
C (1.210, -0.548, 0.350)
F (-1.745, -0.574, -1.597)
S (-2.115, 1.518, 0.443)
S (-1.829, -0.359, 0.121)
H (1.965, 1.526, -0.164)
H (-0.307, -0.480, 0.186)
H (1.203, -1.636, 0.642)

Values from the calculation:
energy: -26506.5387 eV
LUMO: -0.24 eV
energy above the lowest of the compared OMol25 structures with the same formula, charge and spin: 3.316 eV
orbital gap: 8.46 eV
HOMO energy: -0.3198 Eh

=====

# 7
Density functional theory data (wB97M-V/def2-TZVPD) for one molecule with the formula C2H3FS2 at a distorted geometry.

Geometry (Å):
C (-1.268, 0.468, 0.101)
C (1.492, -0.453, -0.131)
F (2.782, -0.726, -0.052)
S (0.803, 1.017, 0.002)
S (-1.560, -1.093, 0.009)
H (-1.410, 1.058, 1.030)
H (-1.820, 1.134, -0.724)
H (0.981, -1.404, -0.233)

Values from the calculation:
energy: -26507.4882 eV
LUMO: -1.14 eV
energy above the lowest of the compared OMol25 structures with the same formula, charge and spin: 2.367 eV
orbital gap: 6.81 eV
HOMO energy: -0.2925 Eh

=====

# 8
Density functional theory data (wB97M-V/def2-TZVPD) for C2H3I2NO2 as an isolated structure at a distorted geometry.

Geometry (Å):
C (0.198, 0.068, -0.269)
C (-0.442, 0.989, -1.322)
N (-0.892, 2.288, -0.799)
O (-0.743, 2.417, 0.396)
O (-1.349, 3.124, -1.553)
I (1.158, 1.440, -2.580)
I (-2.205, 0.261, -2.350)
H (0.419, -0.754, -0.805)
H (0.968, 0.558, 0.321)
H (-0.526, -0.185, 0.649)

Values from the calculation:
energy: -23905.1064 eV
LUMO: -0.81 eV
energy above the lowest of the compared OMol25 structures with the same formula, charge and spin: 2.974 eV
orbital gap: 9.06 eV
HOMO energy: -0.3628 Eh

=====

# 9
Density functional theory data (wB97M-V/def2-TZVPD) for C2H3I2NO2 as an isolated structure at a distorted geometry.

Geometry (Å):
C (-1.138, -0.049, -0.577)
C (0.336, -0.197, -0.907)
N (0.894, 0.228, 1.559)
O (0.336, -0.452, 2.395)
O (1.677, 1.132, 1.712)
I (1.071, -2.095, -1.216)
I (1.305, 1.526, -1.416)
H (-1.725, -0.910, -0.609)
H (-1.304, 0.184, 0.485)
H (-1.453, 0.634, -1.427)

Values from the calculation:
energy: -23903.3127 eV
LUMO (alpha / beta): -0.89 / -1.73 eV
energy above the lowest of the compared OMol25 structures with the same formula, charge and spin: 4.768 eV
orbital gap (alpha / beta): 9.00 / 6.35 eV
HOMO energy (alpha / beta): -0.3634 / -0.2969 Eh

=====

# 10
Density functional theory data (wB97M-V/def2-TZVPD) for a 2-piece molecular cluster, C2H3I3Si overall at a distorted geometry.

Geometry (Å):
C (0.274, -0.409, -0.962)
C (0.096, 0.659, -0.114)
Si (-0.624, 0.362, 1.589)
I (-2.247, 2.035, 2.489)
I (-1.555, -1.797, 1.997)
I (3.278, -0.820, -1.999)
H (0.657, -0.371, -1.995)
H (0.042, -1.328, -0.590)
H (0.079, 1.670, -0.415)

Values from the calculation:
energy: -34301.2595 eV
LUMO (alpha / beta): -0.27 / -3.31 eV
spin multiplicity: 3
energy above the lowest of the compared OMol25 structures with the same formula, charge and spin: 0.309 eV
orbital gap (alpha / beta): 7.28 / 6.38 eV
⟨S²⟩: 2.0055
HOMO energy (alpha / beta): -0.2772 / -0.3562 Eh

=====

# 11
Density functional theory data (wB97M-V/def2-TZVPD) for a 2-piece molecular cluster, C2H3IN2 overall at a distorted geometry.

Geometry (Å):
C (-0.601, -1.631, -0.832)
C (0.594, 1.293, 1.682)
N (-0.398, -0.435, -1.140)
N (-0.221, 0.648, -1.408)
I (2.242, 2.481, 1.767)
H (-1.136, -1.852, 0.070)
H (-0.239, -2.422, -1.458)
H (-0.241, 1.919, 1.319)

Values from the calculation:
energy: -13197.4173 eV
LUMO: -1.19 eV
energy above the lowest of the compared OMol25 structures with the same formula, charge and spin: 4.398 eV
orbital gap: 7.48 eV
HOMO energy: -0.3188 Eh

=====

# 12
Density functional theory data (wB97M-V/def2-TZVPD) for one molecule with the formula C2H3IN2O at a distorted geometry.

Geometry (Å):
C (-0.031, -0.307, 1.786)
C (0.245, 1.219, 1.018)
N (-0.075, -1.310, 1.063)
N (0.190, 1.176, -0.356)
O (0.306, 2.203, 1.670)
I (0.151, -0.097, 3.785)
H (-0.370, -2.147, 1.616)
H (0.037, 0.238, -0.725)
H (-0.251, 1.967, -0.738)

Values from the calculation:
energy: -15250.3565 eV
LUMO: 0.28 eV
energy above the lowest of the compared OMol25 structures with the same formula, charge and spin: 0.279 eV
SMILES: [H]/N=C(\I)C(N)=O
orbital gap: 9.93 eV
HOMO energy: -0.3549 Eh